Entry 1:
{
  "formula": "H2N6",
  "method": "wB97M-V/def2-TZVPD",
  "e_above_lowest_kcal_mol": 47.2,
  "orbital_gap_ev": 9.5685,
  "energy_ha": -329.54994,
  "e_homo_ev": -9.1529,
  "symbols": ["N", "N", "N", "N", "N", "N", "H", "H"],
  "xyz": [[1.85835, 0.73619, -0.19726], [1.97027, -0.52109, -0.20047], [0.55269, 1.06828, -0.18227], [1.10337, -1.26503, -0.15782], [-0.22039, 0.07010, -0.11998], [-1.48279, -0.07069, 0.07577], [-2.15627, 0.82961, 0.16948], [-1.62523, -0.84737, 0.61254]],
  "mulliken_charge": [-0.382, 0.302, -0.127, -0.262, 0.429, -0.499, 0.312, 0.227]
}

Entry 2:
{
  "formula": "C11H13BrV",
  "method": "wB97M-V/def2-TZVPD",
  "orbital_gap_ev": [4.7778, 4.5680],
  "energy_ha": -3944.92387,
  "s2": 2.038,
  "spin_multiplicity": 3,
  "charge": -1,
  "e_homo_ev": [-2.4343, -2.4352],
  "symbols": ["C", "C", "C", "H", "C", "C", "H", "H", "H", "H", "V", "Br", "C", "C", "C", "H", "C", "C", "H", "H", "H", "H", "C", "H", "H", "H"],
  "xyz": [[-1.08103, -1.15269, -0.84252], [-1.85519, -2.27527, -0.40912], [-2.98846, -1.79693, 0.31588], [-1.60710, -3.31777, -0.58054], [-2.94688, -0.36533, 0.26784], [-1.76469, 0.02512, -0.43760], [-1.42838, 1.03821, -0.64448], [-0.16935, -1.18496, -1.42691], [-3.75447, -2.40174, 0.78409], [-3.68245, 0.29511, 0.70995], [-1.25968, -1.12011, 1.23285], [0.87790, -2.23421, 1.52795], [2.91442, 1.41414, 0.15217], [2.00663, 2.15025, -0.67436], [1.76535, 1.38905, -1.85806], [1.56411, 3.11465, -0.43866], [2.52445, 0.17896, -1.76620], [3.23321, 0.19665, -0.52528], [3.88338, -0.59106, -0.15288], [3.28349, 1.72636, 1.12615], [1.13946, 1.68877, -2.69328], [2.54474, -0.61728, -2.50668], [-0.81329, 0.76451, 2.02688], [0.24852, 0.89323, 2.27389], [-1.39051, 0.50642, 2.94702], [-1.24418, 1.67591, 1.59191]],
  "mulliken_charge": [-0.369, -0.390, -0.442, 0.402, -0.279, -0.540, 0.511, 0.407, 0.406, 0.411, 0.493, -0.543, -0.626, -0.595, -0.628, 0.394, -0.635, -0.509, 0.412, 0.415, 0.426, 0.469, -1.210, 0.317, 0.373, 0.329]
}

Entry 3:
{
  "formula": "C6H6Cl2GaN2O3Ru",
  "method": "wB97M-V/def2-TZVPD",
  "e_above_lowest_kcal_mol": 152.6,
  "orbital_gap_ev": [5.5638, 6.9555],
  "energy_ha": -3505.34297,
  "s2": 8.796,
  "spin_multiplicity": 6,
  "charge": 4,
  "e_homo_ev": [-24.2976, -26.9075],
  "symbols": ["Ga", "Ru", "Cl", "Cl", "C", "C", "C", "O", "O", "O", "C", "N", "C", "C", "N", "H", "H", "H", "H", "H", "H"],
  "xyz": [[-1.57008, 2.42738, -1.23557], [-0.16063, 0.69646, -0.41894], [0.72142, 2.85463, -0.39016], [-2.79555, 1.77792, 0.37915], [-0.19357, 0.87916, 1.38474], [-1.89550, 4.29194, -1.91800], [-3.31781, 4.48885, -1.89185], [-0.19403, 1.00744, 2.54833], [-1.16413, 5.20238, -2.30391], [-4.38873, 4.93288, -1.69670], [2.07286, -3.24512, -0.30981], [1.27647, -2.24980, 0.45840], [0.88410, -2.61060, 1.84269], [0.78333, -1.21379, -0.17916], [0.80092, -0.70759, -1.33190], [2.56234, -3.86585, 0.46222], [2.80826, -2.73947, -0.94326], [1.40247, -3.84198, -0.94916], [1.09418, -1.76734, 2.50915], [-0.19384, -2.81692, 1.86679], [1.46752, -3.50059, 2.11696]],
  "mulliken_charge": [1.058, 0.140, 0.021, 0.034, 0.623, 0.398, 0.318, -0.057, 0.007, 0.031, -0.656, 0.107, -0.579, 0.709, -0.391, 0.363, 0.396, 0.400, 0.380, 0.389, 0.309]
}

no.,maximum force (eV/Å)
1,6.47
2,6.20
3,8.88